# 1
14
Properties=species:S:1:pos:R:3 method="wB97M-V/def2-TZVPD" molar_mass_da=104.18 de_lowest_kcal_mol=46.2 e_tot_ev=-17054.7252 homo_energy_ev=-8.165 smiles="CS/C(C)=N/N" homo_lumo_gap_ev=9.1
C -1.829 -1.087 -0.004
S -1.410 0.632 -0.019
C 0.369 0.405 0.050
C 1.309 1.506 0.011
N 0.705 -0.808 -0.023
N 2.094 -1.115 0.099
H -1.404 -1.566 0.944
H -2.912 -1.261 0.067
H -1.350 -1.596 -0.907
H 0.787 2.420 -0.109
H 1.856 1.397 0.950
H 2.057 1.435 -0.791
H 2.612 -0.375 -0.416
H 2.217 -2.055 -0.304

---

# 2
14
Properties=species:S:1:pos:R:3 method="wB97M-V/def2-TZVPD" molar_mass_da=104.18 de_lowest_kcal_mol=99.4 e_tot_ev=-17052.4192 homo_energy_ev=-8.209 smiles="CNC(=S)NC" homo_lumo_gap_ev=8.9
C -0.294 1.697 1.498
N 0.606 1.070 0.509
C 0.429 -0.264 0.212
S 0.465 -1.418 1.385
N 0.068 -0.512 -1.085
C -0.233 -1.743 -1.536
H 0.034 2.898 1.610
H -0.492 1.392 2.338
H -1.271 1.892 1.007
H 1.591 1.066 1.040
H 0.099 0.422 -1.792
H -1.044 -2.286 -1.044
H 0.401 -2.485 -1.689
H -0.360 -1.729 -2.453

---

# 3
14
Properties=species:S:1:pos:R:3 method="wB97M-V/def2-TZVPD" molar_mass_da=104.18 de_lowest_kcal_mol=43.7 e_tot_ev=-17054.8353 homo_energy_ev=-8.881 homo_lumo_gap_ev=9.7
C -0.483 0.259 1.558
C 0.630 0.289 0.419
N 0.566 1.451 -0.371
C 0.692 -1.005 -0.399
N -0.105 -1.563 -1.212
S -1.359 -0.589 -1.819
H -0.705 1.255 1.968
H -0.135 -0.324 2.443
H -1.409 -0.181 1.244
H 1.550 0.402 0.954
H -0.285 1.634 -0.875
H 1.301 1.590 -1.016
H 1.510 -1.732 -0.167
H -1.768 -1.486 -2.727

---

# 4
14
Properties=species:S:1:pos:R:3 method="wB97M-V/def2-TZVPD" molar_mass_da=104.18 de_lowest_kcal_mol=129.8 e_tot_ev=-17051.1014 homo_energy_ev="-7.173 / -7.173" homo_lumo_gap_ev="7.7 / 7.7"
C -2.055 1.174 -0.183
C 0.631 -0.093 1.420
C 0.831 -1.024 -0.889
N 0.159 1.221 -0.393
N 0.274 0.010 0.004
S -2.300 -0.382 -0.058
H -2.850 1.856 -0.215
H 0.396 0.800 2.007
H 0.179 -0.910 1.967
H 1.716 -0.321 1.265
H 0.068 -1.095 -1.676
H 1.688 -0.598 -1.430
H 1.035 -1.983 -0.373
H 0.227 1.344 -1.445

---

# 5
14
Properties=species:S:1:pos:R:3 method="wB97M-V/def2-TZVPD" molar_mass_da=104.18 de_lowest_kcal_mol=71.9 e_tot_ev=-17053.6139 homo_energy_ev=-9.122 smiles="[H]/N=C/N(S)CC" homo_lumo_gap_ev=9.8
H -1.288 2.216 -1.663
N -0.654 1.736 -1.091
C -1.258 0.839 -0.459
N -0.620 -0.014 0.325
S -1.341 -1.072 1.358
C 0.916 0.181 0.398
C 1.406 -1.045 -0.378
H -2.311 0.400 -0.649
H -1.844 -0.411 2.379
H 1.037 -0.162 1.538
H 1.275 1.154 0.170
H 1.410 -0.552 -1.536
H 0.704 -1.932 -0.093
H 2.568 -1.338 -0.301

---

# 6
16
Properties=species:S:1:pos:R:3 method="wB97M-V/def2-TZVPD" molar_mass_da=168.31 de_lowest_kcal_mol=23.4 e_tot_ev=-38724.8358 homo_energy_ev=-8.003 smiles="CS/N=C(/NS)SC" homo_lumo_gap_ev=8.5
C 1.854 -2.300 -0.284
S 1.531 -0.542 -0.543
N -0.168 -0.576 -0.378
C -0.951 0.517 -0.411
N -2.313 0.231 -0.414
S -2.920 -1.344 -0.288
S -0.567 2.208 -0.873
C 0.494 2.621 0.462
H 3.018 -2.373 -0.240
H 1.422 -2.910 -1.099
H 1.502 -2.771 0.677
H -2.831 0.953 0.108
H -2.256 -1.762 0.864
H 1.227 1.677 0.673
H 1.046 3.628 0.350
H -0.088 2.741 1.393

---

# 7
14
Properties=species:S:1:pos:R:3 method="wB97M-V/def2-TZVPD" molar_mass_da=86.12 de_lowest_kcal_mol=86.7 e_tot_ev=-7701.5186 homo_energy_ev="-13.128 / -13.128" total_charge=+1 homo_lumo_gap_ev="8.4 / 8.4"
C 0.919 -1.747 -0.480
C -0.322 0.835 -0.828
C -0.287 0.686 0.638
N -1.461 0.553 -1.461
N 1.265 -2.802 -0.161
N 0.854 0.032 1.083
H 0.630 1.112 -1.242
H -2.109 0.265 -0.762
H -0.306 1.750 0.988
H -1.262 0.354 0.996
H -1.539 0.837 -2.390
H 1.399 -3.802 0.192
H 1.030 0.138 2.090
H 1.663 -0.004 0.439

---

# 8
14
Properties=species:S:1:pos:R:3 method="wB97M-V/def2-TZVPD" molar_mass_da=86.12 de_lowest_kcal_mol=129.7 e_tot_ev=-7699.6549 homo_energy_ev=-13.199 total_charge=+1 homo_lumo_gap_ev=8.8
C -2.246 -1.662 -0.896
C -1.259 -0.502 1.047
C 2.124 0.025 0.130
N -1.982 -1.162 0.104
N 0.938 0.341 -0.278
N 0.657 1.484 -0.944
H -2.895 -2.198 -1.653
H -0.089 -0.211 0.557
H -1.647 0.550 1.060
H 3.102 0.480 -0.081
H -1.342 -0.996 2.063
H 2.142 -0.747 0.766
H -0.345 1.430 -1.111
H 1.449 1.949 -1.496

---

# 9
14
Properties=species:S:1:pos:R:3 method="wB97M-V/def2-TZVPD" molar_mass_da=86.12 de_lowest_kcal_mol=53.8 e_tot_ev=-7702.9469 homo_energy_ev=-14.443 total_charge=+1 homo_lumo_gap_ev=9.1
C -1.273 -0.773 0.704
C -1.410 0.675 0.480
C -0.076 -0.222 -1.068
N -0.468 -1.201 -0.238
N 2.151 -0.248 0.056
N -0.656 0.905 -0.817
H -1.749 -1.396 1.502
H -2.479 0.909 0.536
H -0.783 1.202 1.146
H 0.560 -0.312 -1.954
H 1.530 0.024 0.851
H 3.066 -0.025 0.278
H -0.553 1.729 -1.349
H 2.140 -1.267 -0.127

---

# 10
14
Properties=species:S:1:pos:R:3 method="wB97M-V/def2-TZVPD" molar_mass_da=86.12 de_lowest_kcal_mol=143.6 e_tot_ev=-7699.0524 homo_energy_ev=-13.335 total_charge=+1 homo_lumo_gap_ev=9.0
C 1.801 0.736 1.430
C 1.841 0.637 0.205
C -0.375 -0.952 -0.301
N -1.011 0.420 0.240
N 0.438 -0.734 -1.408
N 1.589 0.626 -1.103
H 1.959 0.502 2.551
H 0.094 -1.314 0.547
H -1.142 -1.663 -0.559
H -0.936 1.201 -0.492
H -0.601 0.753 1.204
H -0.064 -0.390 -2.338
H -2.091 0.132 0.404
H 2.466 0.429 -1.740

---

# 11
15
Properties=species:S:1:pos:R:3 method="wB97M-V/def2-TZVPD" molar_mass_da=102.12 de_lowest_kcal_mol=123.4 e_tot_ev=-9747.1128 homo_energy_ev=-14.659 smiles="[H]/N=C(/C)N[N+](C)=O" total_charge=+1 homo_lumo_gap_ev=8.5
H -0.699 -2.563 -0.228
N -1.370 -1.772 0.007
C -1.191 -0.570 -0.025
C -2.321 0.329 0.041
N 0.094 0.258 -0.005
N 1.355 -0.212 0.122
C 2.506 0.611 0.025
O 1.466 -1.394 0.305
H -2.393 1.233 0.710
H -3.200 -0.366 0.288
H -2.615 0.905 -0.895
H -0.155 1.279 -0.195
H 3.335 0.214 0.812
H 2.311 1.668 0.017
H 2.876 0.380 -0.980

---

# 12
15
Properties=species:S:1:pos:R:3 method="wB97M-V/def2-TZVPD" molar_mass_da=102.12 de_lowest_kcal_mol=57.6 e_tot_ev=-9749.9654 homo_energy_ev=-15.377 total_charge=+1 homo_lumo_gap_ev=11.6
C -2.861 0.439 0.150
C -1.209 -0.813 -0.332
C 2.693 -0.406 0.364
N -2.558 -0.800 -0.140
N -1.753 1.166 0.233
N -0.697 0.400 -0.050
O 1.609 -0.276 -0.557
H -3.883 0.750 0.015
H 1.958 -0.296 -1.435
H -0.633 -1.633 -0.284
H 3.265 0.430 0.476
H 3.435 -1.159 -0.040
H 2.095 -0.596 1.255
H -1.806 2.215 0.535
H 0.343 0.580 -0.191

---

# 13
15
Properties=species:S:1:pos:R:3 method="wB97M-V/def2-TZVPD" molar_mass_da=102.12 de_lowest_kcal_mol=157.9 e_tot_ev=-9745.6156 homo_energy_ev=-14.774 smiles=C1C[N@+]2(CN1)NO2 total_charge=+1 homo_lumo_gap_ev=11.6
C -1.189 -0.294 0.322
C 0.196 -1.061 0.144
N 1.139 0.107 0.013
C 0.276 1.413 0.320
N -1.040 1.044 -0.041
N 2.258 0.011 -0.719
O 2.356 0.124 0.678
H -2.003 -0.660 -0.318
H -1.570 -0.341 1.286
H 0.493 -1.685 0.969
H 0.415 -1.533 -0.886
H 0.762 2.228 -0.236
H 0.252 1.389 1.450
H -1.425 1.143 -0.941
H 2.525 -0.952 -0.884

---

# 14
15
Properties=species:S:1:pos:R:3 method="wB97M-V/def2-TZVPD" molar_mass_da=102.12 multiplicity=3 de_lowest_kcal_mol=94.5 s_squared=2.007 e_tot_ev=-9743.8562 homo_energy_ev="-10.954 / -14.613" total_charge=+1 homo_lumo_gap_ev="5.7 / 8.7"
C -1.812 -0.782 0.309
C -1.344 0.627 -0.225
C -0.754 -0.001 0.938
N 2.511 -0.296 -1.508
N 1.466 -0.098 -0.842
N -0.001 0.140 1.975
O 2.821 0.301 -2.576
H -2.857 -0.687 0.717
H -1.680 -1.766 -0.201
H -0.719 0.672 -1.109
H -1.957 1.526 -0.118
H 0.988 0.684 -1.354
H -0.274 -0.276 2.874
H 0.464 0.961 2.209
H 3.149 -1.006 -1.091

---

# 15
15
Properties=species:S:1:pos:R:3 method="wB97M-V/def2-TZVPD" molar_mass_da=102.12 multiplicity=3 de_lowest_kcal_mol=11.9 s_squared=2.009 e_tot_ev=-9747.4378 homo_energy_ev="-10.863 / -15.297" total_charge=+1 homo_lumo_gap_ev="7.7 / 6.6"
C -0.778 -0.815 -0.918
C 1.032 0.845 -0.760
C -0.009 -0.027 1.411
N 1.721 1.648 0.074
N 0.045 -0.114 -0.073
N -1.786 -1.686 -0.641
O 1.157 0.745 -1.933
H -0.571 -0.506 -1.963
H -0.374 1.006 1.735
H -0.752 -0.662 1.713
H 0.970 -0.314 1.963
H 1.232 1.865 0.888
H 2.237 2.359 -0.310
H -2.149 -2.161 -1.413
H -1.975 -2.183 0.226

---

# 16
16
Properties=species:S:1:pos:R:3 method="wB97M-V/def2-TZVPD" molar_mass_da=118.12 de_lowest_kcal_mol=52.7 e_tot_ev=-11797.2160 homo_energy_ev=-14.484 smiles="CNNC(=O)OC=[NH2+]" total_charge=+1 homo_lumo_gap_ev=9.8
C -1.456 -1.040 0.739
N -0.801 -0.452 -0.395
N 0.510 -1.080 -0.749
C 1.556 -0.653 -0.044
O 2.642 -1.020 -0.119
O 1.110 0.356 0.819
C 0.379 1.397 0.554
N 0.578 2.144 -0.568
H -1.575 -2.142 0.555
H -1.006 -0.902 1.687
H -2.412 -0.614 0.689
H -1.222 -0.692 -1.288
H 0.500 -1.926 -1.244
H -0.245 1.828 1.272
H 1.426 1.918 -1.076
H 0.015 2.880 -0.832

---

# 17
19
Properties=species:S:1:pos:R:3 method="wB97M-V/def2-TZVPD" molar_mass_da=182.18 de_lowest_kcal_mol=0.0 e_tot_ev=-26723.4887 homo_energy_ev=-15.011 smiles="CN(C)C(=[NH2+])[N+]12OS1(=O)([O-])O2" total_charge=+1 homo_lumo_gap_ev=11.1
C -0.315 -0.487 -1.841
N 0.395 0.370 -0.938
C 1.809 0.688 -1.243
C -0.148 0.710 0.188
N 0.314 1.339 1.264
N -1.641 0.082 0.355
O -1.860 0.260 1.714
S -1.153 -1.269 2.002
O 0.219 -1.041 2.138
O -1.945 -2.124 2.749
O -1.458 -1.285 0.418
H -0.088 -0.133 -2.853
H -0.201 -1.637 -1.849
H -1.357 -0.577 -1.600
H 2.448 0.305 -0.434
H 2.006 0.229 -2.280
H 2.099 1.679 -1.246
H -0.396 1.512 1.941
H 1.271 1.379 1.515

---

# 18
15
Properties=species:S:1:pos:R:3 method="wB97M-V/def2-TZVPD" molar_mass_da=118.18 de_lowest_kcal_mol=25.8 e_tot_ev=-18538.3859 homo_energy_ev=-12.918 total_charge=+1 homo_lumo_gap_ev=9.2
C -0.402 -0.969 0.323
C -0.152 1.302 0.529
C 1.050 0.371 -1.389
N -1.448 0.975 1.070
N 0.288 0.054 -0.059
N -0.208 -2.319 -0.032
S -1.353 -0.541 1.706
H -0.161 2.194 -0.126
H 0.598 1.499 1.331
H 0.382 0.702 -2.131
H 1.613 1.167 -1.097
H 1.660 -0.540 -1.590
H -1.996 1.711 1.519
H 0.695 -2.493 -0.556
H -0.566 -3.114 0.503

---

# 19
15
Properties=species:S:1:pos:R:3 method="wB97M-V/def2-TZVPD" molar_mass_da=118.18 de_lowest_kcal_mol=42.0 e_tot_ev=-18537.6845 homo_energy_ev=-12.878 total_charge=+1 homo_lumo_gap_ev=9.2
C 0.163 -0.077 -1.309
C -0.367 -1.719 0.811
C 0.371 0.418 1.111
N 0.539 0.701 -0.269
N 0.335 0.287 -2.577
N -0.548 1.251 1.718
S -0.483 -1.656 -0.959
H 0.518 -2.343 1.089
H -1.468 -1.779 1.149
H 1.267 0.196 1.603
H 0.813 1.558 -0.540
H 0.725 1.304 -2.771
H 0.242 -0.449 -3.285
H -1.587 1.286 1.517
H -0.519 1.022 2.712

---

# 20
15
Properties=species:S:1:pos:R:3 method="wB97M-V/def2-TZVPD" molar_mass_da=118.18 de_lowest_kcal_mol=64.3 e_tot_ev=-18536.7167 homo_energy_ev=-13.451 smiles="CC1=NS[N@H+](C)N1" total_charge=+1 homo_lumo_gap_ev=9.1
C 1.026 2.146 0.082
C -0.013 1.197 -0.155
N -1.273 1.342 -0.016
S -2.155 -0.067 -0.210
N -0.595 -1.070 -0.507
C -0.455 -2.070 0.657
N 0.384 -0.101 -0.542
H 1.825 1.762 0.734
H 0.643 2.965 0.567
H 1.457 2.651 -0.752
H -0.478 -1.745 -1.329
H -0.779 -1.670 1.573
H -1.246 -2.946 0.362
H 0.588 -2.239 0.801
H 1.070 -0.154 -1.265